1.
Density functional theory data (ωB97M-V/def2-TZVPD) for the ion C5H8NO3 with charge -1.

Output
- molecular weight (u) = 130.12
- energy relative to the best compared isomer or geometry (same formula, charge and spin) (kcal per mole) = 0.0
- calculated total energy (eV) = -12947.715
- structure (SMILES) = C[C@]1(O)CCN1C(=O)[O-]
- total charge = -1

Cartesian coordinates (Å):
C: 0.9047 -1.0932 1.6864
C: -1.3452 0.5850 -0.2832
C: -0.8712 0.7366 1.1248
C: -0.0863 -0.1268 -0.6117
C: 0.9156 0.5652 -1.6346
N: 0.4684 0.0636 0.8027
O: 1.4801 -2.0996 1.1578
O: 0.5061 -1.0145 2.8597
O: -0.3262 -1.4516 -0.9495
H: -2.1320 -0.2040 -0.3335
H: -1.5166 1.5675 -0.7772
H: -0.7263 1.7847 1.2649
H: -1.2430 0.1076 1.9428
H: 1.6962 -0.1338 -2.0334
H: 1.4380 1.5123 -1.2923
H: 0.4308 1.1584 -2.5016
H: 0.4070 -1.9573 -0.4221

2.
Density functional theory data (ωB97M-V/def2-TZVPD) for the molecule C5H8NP.

Output
- molecular weight (u) = 113.10
- energy relative to the best compared isomer or geometry (same formula, charge and spin) (kcal per mole) = 40.0
- calculated total energy (eV) = -16091.147
- structure (SMILES) = C1=C[C@H]2C[C@@H]1PN2

Cartesian coordinates (Å):
C: 0.2533 -0.2182 0.9349
C: -0.2852 1.0782 0.3795
C: 0.3198 -0.8843 -0.4308
C: 0.6808 1.2578 -0.6829
C: 1.1410 0.1468 -1.1414
N: -1.2719 -1.0919 -0.7037
P: -1.9721 0.4188 -0.2415
H: 1.2854 0.1421 1.2440
H: -0.4640 1.8524 1.0370
H: 0.9609 -1.8582 -0.4505
H: 1.0985 2.2447 -0.9827
H: 2.0447 -0.0940 -1.6632
H: -1.4454 -1.1116 -1.7026
H: -2.3491 0.0109 1.1622
H: -0.3943 -0.6637 1.6967

3.
Density functional theory data (ωB97M-V/def2-TZVPD) for the ion C5H8NS with charge +1.

Output
- molecular weight (u) = 114.19
- energy relative to the best compared isomer or geometry (same formula, charge and spin) (kcal per mole) = 73.8
- calculated total energy (eV) = -17629.731
- total charge = +1

Cartesian coordinates (Å):
C: -0.5174 0.9327 -0.0264
C: -2.1014 -0.8934 0.1297
C: -1.3206 1.9495 0.0083
C: 2.0108 -0.6562 0.6287
C: 1.9468 -0.5822 -0.7896
N: -0.9145 -0.3960 -0.0137
S: 1.4871 1.0381 0.0582
H: -2.1871 -1.9740 0.0554
H: -2.9391 -0.3378 0.3946
H: -2.3936 1.5048 0.0411
H: -1.0369 2.9583 0.0035
H: 2.9553 -0.7181 1.1289
H: 1.2373 -1.2462 1.1137
H: 2.7984 -0.6622 -1.4040
H: 0.9748 -0.9173 -1.3285

4.
Density functional theory data (ωB97M-V/def2-TZVPD) for the ion C5H8NS with charge +1.

Output
- molecular weight (u) = 114.19
- energy relative to the best compared isomer or geometry (same formula, charge and spin) (kcal per mole) = 71.7
- calculated total energy (eV) = -17629.822
- structure (SMILES) = S[C@H]1CCC#[N+]C1
- total charge = +1

Cartesian coordinates (Å):
C: 1.4802 0.6086 -0.8679
C: 1.1902 -0.7680 -1.0445
C: 0.2043 -1.0253 0.2212
C: -0.1313 1.5946 0.5779
C: -0.7242 0.1046 0.6224
N: 1.0556 1.5266 -0.2368
S: -2.2260 0.2259 -0.4346
H: 0.8359 -0.9527 -2.0572
H: 1.9073 -1.5603 -0.8760
H: -0.5854 -1.6739 -0.0695
H: 0.8549 -1.2646 1.1039
H: -0.9241 2.3701 0.4223
H: 0.3117 1.9431 1.5328
H: -0.8337 -0.0880 1.6509
H: -2.4154 -1.0406 -0.5449

Please write out number 3 again, unchanged.
Density functional theory data (ωB97M-V/def2-TZVPD) for the ion C5H8NS with charge +1.

Output
- molecular weight (u) = 114.19
- energy relative to the best compared isomer or geometry (same formula, charge and spin) (kcal per mole) = 73.8
- calculated total energy (eV) = -17629.731
- total charge = +1

Cartesian coordinates (Å):
C: -0.5174 0.9327 -0.0264
C: -2.1014 -0.8934 0.1297
C: -1.3206 1.9495 0.0083
C: 2.0108 -0.6562 0.6287
C: 1.9468 -0.5822 -0.7896
N: -0.9145 -0.3960 -0.0137
S: 1.4871 1.0381 0.0582
H: -2.1871 -1.9740 0.0554
H: -2.9391 -0.3378 0.3946
H: -2.3936 1.5048 0.0411
H: -1.0369 2.9583 0.0035
H: 2.9553 -0.7181 1.1289
H: 1.2373 -1.2462 1.1137
H: 2.7984 -0.6622 -1.4040
H: 0.9748 -0.9173 -1.3285